A 2-piece molecular cluster, H2NO4P overall at a distorted geometry, computed with the ωB97M-V functional and the def2-TZVPD basis.

Each line ends with the Mulliken charge.
Atoms and positions in Å:
N  1.0663  -0.4781  0.1034  0.967
O  0.8703  -0.3986  1.2927  -0.611
O  -1.4261  -1.2431  -0.6961  -0.680
H  -2.2272  -0.7725  -0.9645  0.260
P  0.3527  0.8922  -0.8439  0.532
H  -0.1162  1.5621  1.3206  0.409
O  -0.0784  1.7855  0.3635  -0.374
O  1.5586  -1.3475  -0.5757  -0.503

Atoms 1-2, force components in eV/Å:
N -0.7 0.3 -0.6
O 0.8 -0.9 0.6

Net charge: 0
Maximum force: 2.95 eV/A
Frontier orbital gap (spin up / spin down): 7.3 / 7.2 eV

---

A 2-piece molecular cluster, H2NO4S overall at a distorted geometry, computed with the ωB97M-V functional and the def2-TZVPD basis.

Each line ends with the Mulliken charge.
Atoms and positions in Å:
O  1.8000  -0.3859  0.4521  -0.314
O  -2.2035  1.2244  0.6545  -0.555
O  -2.6006  -0.6427  -0.9181  -0.561
S  -1.6197  0.0927  -0.0960  0.737
H  0.8315  -0.5979  0.5978  0.533
N  1.8018  0.4136  -0.6667  -0.383
H  2.7799  0.7021  -0.7811  0.181
O  -0.7893  -0.8063  0.7576  -0.638

Atoms 1-2, force components in eV/Å:
O 0.4 0.8 -0.9
O 0.3 -0.3 -0.2

Net charge: -1
Maximum force: 1.25 eV/A
Frontier orbital gap (spin up / spin down): 8.0 / 8.8 eV

---

A 2-piece molecular cluster, H2NO5PS overall at a distorted geometry, computed with the ωB97M-V functional and the def2-TZVPD basis.

Each line ends with the Mulliken charge.
Atoms and positions in Å:
S  1.0303  -0.7635  -0.1633  0.633
H  -1.9031  -0.0231  0.8295  0.321
P  -0.4018  1.1262  -0.0664  0.837
H  -1.3374  -0.8587  -0.3908  0.337
O  0.5604  -1.3697  1.0905  -0.500
N  -1.6942  0.0978  -0.1103  -0.706
O  -0.1924  1.8103  1.2544  -0.686
O  -0.3832  2.0461  -1.2644  -0.698
O  3.8092  -0.5878  0.1986  -0.946
O  0.5121  -1.4775  -1.3777  -0.592

Atoms 1-2, force components in eV/Å:
S 0.5 -0.2 -0.6
H -0.8 -0.3 2.3

Net charge: -2
Maximum force: 4.06 eV/A
Frontier orbital gap (spin up / spin down): 6.3 / 6.3 eV

---

A 2-piece molecular cluster, H2NOS2 overall at a distorted geometry, computed with the ωB97M-V functional and the def2-TZVPD basis.

Each line ends with the Mulliken charge.
Atoms and positions in Å:
H  -0.8021  0.7228  -1.2728  0.141
H  0.1825  -0.2502  1.2406  0.141
N  -0.4636  0.4744  -0.4300  -0.578
S  3.6820  0.0292  0.2589  -0.461
O  0.3746  -1.9830  -0.3084  -0.576
S  0.6502  -0.5653  0.0170  0.333

Atoms 1-2, force components in eV/Å:
H -0.4 0.4 -3.9
H 0.9 -0.7 0.9

Net charge: -1
Maximum force: 4.25 eV/A
Frontier orbital gap (spin up / spin down): 5.7 / 5.7 eV

---

A 2-piece molecular cluster, H2NOS2 overall at a distorted geometry, computed with the ωB97M-V functional and the def2-TZVPD basis.

Each line ends with the Mulliken charge.
Atoms and positions in Å:
O  1.0904  -2.5895  -0.2039  -0.653
H  0.6819  0.0852  1.5847  0.172
S  0.7846  -0.2989  0.1690  0.253
N  -0.5101  0.1718  -0.4733  -0.532
H  -0.3653  -0.0349  -1.4636  0.239
S  2.3881  0.8469  -0.0709  -0.478

Atoms 1-2, force components in eV/Å:
O -0.4 3.7 0.8
H -0.5 -1.3 -2.1

Net charge: -1
Maximum force: 3.76 eV/A
Frontier orbital gap (spin up / spin down): 7.4 / 7.4 eV

---

One molecule with the formula H2NP at a distorted geometry, computed with the ωB97M-V functional and the def2-TZVPD basis.

Each line ends with the Mulliken charge.
Atoms and positions in Å:
P  -0.5979  -0.5466  -0.5780  0.147
N  0.5126  0.2767  0.6499  -0.435
H  -0.6439  0.7060  -1.4052  0.083
H  0.7291  -0.4360  1.3333  0.205

Atoms 1-2, force components in eV/Å:
P 3.9 4.1 3.5
N -3.8 -2.3 -4.6

Net charge: 0
Maximum force: 6.68 eV/A
Frontier orbital gap (spin up / spin down): 8.8 / 8.8 eV

---

Energy above the lowest of the compared OMol25 structures with the same formula, charge and spin across the listed records, respectively: 127.31, 36.79, 113.35, 85.35, 115.94, 27.56 kcal per mole.